No. 1
{"formula": "C6H17N3PS", "method": "wB97M-V/def2-TZVPD", "species": ["C", "N", "C", "P", "S", "N", "C", "C", "N", "C", "C", "H", "H", "H", "H", "H", "H", "H", "H", "H", "H", "H", "H", "H", "H", "H", "H", "H"], "xyz": [[0.964, 0.909, -1.258], [0.495, 0.054, -0.145], [0.067, -1.226, -0.392], [-0.825, -2.108, 1.001], [-0.954, -4.077, 0.901], [-1.653, -1.212, -0.382], [-2.231, -2.024, -1.362], [-2.284, 0.042, -0.067], [1.067, 0.251, 1.115], [0.735, 1.640, 1.667], [2.517, -0.192, 1.198], [0.543, 1.901, -1.103], [2.050, 0.859, -1.208], [0.614, 0.290, -2.121], [0.244, -1.647, -1.404], [-2.782, -2.814, -0.755], [-2.818, -1.319, -2.040], [-1.474, -2.633, -1.862], [-3.374, -0.213, -0.047], [-1.968, 0.463, 0.919], [-2.016, 0.887, -0.753], [0.655, -0.487, 1.862], [1.410, 1.633, 2.570], [1.072, 2.530, 1.045], [-0.368, 1.570, 1.926], [3.267, 0.375, 0.689], [2.856, -0.315, 2.229], [2.652, -1.236, 0.616]], "lumo_ev": -2.933, "de_lowest_kj_mol": 0.0, "fmax_ev_per_a": 3.94, "homo_ev": -11.1749, "spin_multiplicity": 1, "total_energy_ha": -1142.23006, "molar_mass_g_mol": 194.26, "charge": 1}


No. 2
{"formula": "C3H6O3", "method": "wB97M-V/def2-TZVPD", "species": ["C", "C", "O", "H", "H", "H", "H", "O", "C", "O", "H", "H"], "xyz": [[-1.075, -1.367, 0.082], [-1.688, -0.208, -0.067], [-1.055, 0.998, -0.360], [-1.670, -2.230, 0.350], [-0.099, -1.578, -0.335], [-2.769, -0.128, -0.145], [-1.219, 1.272, -1.276], [3.219, 1.366, 0.652], [2.273, 0.651, 0.610], [1.596, 0.273, -0.525], [1.754, 0.211, 1.483], [0.732, 0.741, -0.470]], "lumo_ev": 0.516, "de_lowest_kj_mol": 207.4, "fmax_ev_per_a": 1.06, "homo_ev": -10.2572, "spin_multiplicity": 1, "total_energy_ha": -343.57557, "molar_mass_g_mol": 90.08}


No. 3
{"formula": "C11H31O13Y", "method": "wB97M-V/def2-TZVPD", "species": ["Y", "O", "C", "O", "O", "H", "C", "C", "O", "O", "H", "H", "H", "H", "H", "H", "C", "C", "O", "O", "H", "H", "H", "H", "H", "H", "C", "C", "O", "O", "H", "H", "H", "H", "H", "H", "C", "C", "O", "O", "H", "H", "H", "H", "H", "H", "C", "C", "O", "O", "H", "H", "H", "H", "H", "H"], "xyz": [[1.693, 1.717, 1.382], [-1.600, 0.267, -0.671], [-0.582, 0.738, -0.025], [-0.432, 1.989, 0.243], [0.276, -0.067, 0.445], [-2.052, 1.067, -1.128], [0.204, -3.822, 0.351], [1.253, -3.750, 1.431], [0.976, -2.723, 2.397], [0.292, -2.718, -0.517], [-0.799, -3.904, 0.809], [0.298, -4.713, -0.267], [2.219, -3.573, 0.947], [1.381, -4.715, 1.934], [0.365, -3.059, 3.065], [0.104, -1.902, -0.030], [-3.352, -1.961, -2.768], [-2.505, -1.352, -3.847], [-1.943, -2.319, -4.780], [-2.579, -2.450, -1.642], [-3.910, -2.832, -3.132], [-4.150, -1.265, -2.448], [-1.636, -0.865, -3.394], [-3.041, -0.572, -4.414], [-2.668, -2.789, -5.212], [-2.320, -1.726, -1.055], [3.547, 0.970, -1.356], [3.704, -0.221, -0.487], [3.400, 0.131, 0.900], [2.214, 1.545, -1.113], [3.703, 0.693, -2.395], [4.256, 1.771, -1.117], [4.687, -0.673, -0.619], [2.997, -0.992, -0.820], [4.021, -0.347, 1.465], [1.857, 1.744, -1.993], [-4.189, 3.292, -1.431], [-3.651, 4.342, -0.512], [-3.215, 3.789, 0.718], [-3.151, 2.662, -2.158], [-4.953, 3.708, -2.102], [-4.769, 2.540, -0.892], [-4.445, 5.050, -0.291], [-2.811, 4.858, -0.986], [-2.481, 3.156, 0.596], [-2.983, 3.174, -2.954], [3.082, 1.212, 4.346], [2.251, -0.061, 4.260], [1.638, -0.186, 2.948], [3.462, 1.822, 3.043], [4.000, 1.016, 4.898], [2.484, 1.948, 4.894], [1.456, 0.013, 5.004], [2.841, -0.950, 4.482], [1.378, -1.161, 2.770], [4.177, 2.454, 3.226]], "lumo_ev": -7.711, "de_lowest_kj_mol": 0.0, "fmax_ev_per_a": 4.18, "homo_ev": -13.4348, "spin_multiplicity": 1, "total_energy_ha": -1453.69147, "molar_mass_g_mol": 460.26, "charge": 2}